Model 1:
Entry from the OMol25 dataset: a 2-piece molecular cluster, CH5NS overall (ωB97M-V/def2-TZVPD).

Output
Lowest unoccupied orbital energy (eV): 0.728
HOMO level (eV): -9.84
HOMO-LUMO gap (eV): 10.57

```
! wB97M-V def2-TZVPD RIJCOSX def2/J DEFGRID3
* xyz 0 1
C 0.99703 2.18985 -0.76029
N 2.03420 1.90272 -1.36593
H 0.11168 2.31399 -1.38907
H 0.99454 2.53474 0.23696
H 1.80520 1.56908 -2.38497
S -1.24292 -1.78718 1.07606
H -1.42022 -1.29124 -0.15538
H -1.82608 -2.98980 0.59874
*
```

Charges per atom according to natural (NBO) partitioning, unit e:
1 C -0.055
2 N -0.576
3 H 0.139
4 H 0.165
5 H 0.328
6 S -0.296
7 H 0.139
8 H 0.157

Model 2:
Entry from the OMol25 dataset: a 2-piece molecular cluster, CH5NS overall (ωB97M-V/def2-TZVPD).

Output
Lowest unoccupied orbital energy (spin up / spin down) (eV): -2.629 / -2.627
HOMO level (spin up / spin down) (eV): -9.26 / -9.25
HOMO-LUMO gap (spin up / spin down) (eV): 6.63 / 6.63

```
! wB97M-V def2-TZVPD RIJCOSX def2/J DEFGRID3
* xyz 0 1
C 0.03013 -0.95675 0.58273
N -0.60042 0.30374 0.55698
S 1.03334 1.46349 -1.50635
H 0.05957 -1.43968 -0.38934
H 1.02705 -0.85829 0.71030
H -0.44845 -1.54537 1.25876
H -1.41756 0.47552 -0.02853
H 0.31635 2.55734 -1.18455
*
```

Charges per atom according to natural (NBO) partitioning, unit e:
1 C -0.470
2 N -0.381
3 S -0.246
4 H 0.185
5 H 0.216
6 H 0.222
7 H 0.350
8 H 0.122

The structures above, arranged from the most stable to the least stable: model 1, model 2.